Below is a structure of composition C55H56F5N3O8PS2Si at a distorted geometry, with properties calculated with wB97M-V/def2-TZVPD.

Last column: Löwdin charge in e.
Geometry (Å):
1 C 3.595 -1.878 2.114  -0.113
2 C 4.245 -0.788 1.141  -0.237
3 C 4.171 -1.212 -0.389  -0.202
4 C 3.095 -0.361 -1.210  -0.149
5 C 1.657 -0.372 -0.605  -0.137
6 N 0.543 -1.101 -1.271  -0.044
7 C -0.621 -0.731 -0.738  -0.547
8 P -1.094 0.400 0.655  0.901
9 O -0.677 1.997 0.380  -0.264
10 O -2.704 0.240 1.061  -0.246
11 S -2.129 -1.467 -1.493  1.009
12 C -0.992 -1.855 -2.956  -0.520
13 C -1.832 -2.972 -3.692  -0.221
14 C -1.109 -4.067 -4.549  -0.201
15 C -1.619 -4.027 -6.062  -0.235
16 C -0.866 -5.129 -6.940  -0.461
17 S -1.103 -6.833 -6.291  0.951
18 C 0.519 -7.590 -6.446  -0.577
19 N 1.728 -7.161 -5.962  -0.017
20 N 2.737 -7.993 -6.281  0.015
21 C 2.170 -9.004 -7.019  -0.102
22 O 0.830 -8.746 -7.133  -0.022
23 Si -1.311 -0.122 -3.855  0.522
24 C -1.268 -0.396 -5.762  -0.181
25 C -3.122 0.430 -3.496  -0.225
26 C -0.062 1.233 -3.455  -0.164
27 C 0.474 -2.153 -2.372  -0.203
28 C 1.341 -1.930 -3.684  -0.087
29 C 2.622 -2.803 -3.921  -0.240
30 O 3.605 -2.877 -2.900  -0.078
31 C 0.724 -3.475 -1.555  -0.301
32 F 0.913 -4.624 -2.355  0.057
33 F 1.882 -3.415 -0.746  0.067
34 C -0.379 -3.934 -0.552  -0.104
35 C -1.363 -4.958 -0.980  -0.008
36 C -2.415 -5.477 -0.096  -0.028
37 C -2.568 -4.973 1.272  0.024
38 C -1.578 -3.956 1.704  -0.058
39 C -1.762 -3.428 3.172  -0.480
40 F -2.064 -4.495 3.979  0.118
41 F -0.718 -2.673 3.610  0.129
42 F -2.921 -2.640 3.141  0.067
43 C -0.506 -3.467 0.830  0.029
44 H 4.233 -1.876 3.047  0.075
45 H 2.536 -1.646 2.402  0.054
46 H 3.686 -2.923 1.696  0.078
47 H 3.854 0.251 1.330  0.106
48 H 5.340 -0.772 1.410  0.105
49 H 4.100 -2.310 -0.563  0.084
50 H 5.163 -0.892 -0.835  0.117
51 H 3.499 0.693 -1.068  0.124
52 H 3.183 -0.506 -2.316  0.099
53 H 1.342 0.716 -0.567  0.100
54 H 1.667 -0.692 0.484  0.117
55 H 0.222 2.175 0.732  0.047
56 H -3.160 1.029 0.689  0.085
57 H -2.475 -3.495 -2.920  0.088
58 H -2.584 -2.449 -4.362  0.101
59 H 0.006 -4.081 -4.562  0.093
60 H -1.433 -5.081 -4.169  0.084
61 H -1.413 -3.047 -6.561  0.094
62 H -2.706 -4.308 -6.027  0.119
63 H 0.219 -4.812 -6.962  0.093
64 H -1.255 -4.989 -7.992  0.089
65 H 2.667 -9.892 -7.470  0.144
66 H -2.170 -0.971 -6.096  0.038
67 H -1.301 0.624 -6.252  0.056
68 H -0.305 -0.867 -6.108  0.039
69 H -3.858 -0.414 -3.589  0.044
70 H -3.220 1.023 -2.552  0.027
71 H -3.373 1.143 -4.344  0.056
72 H 0.231 1.363 -2.381  0.019
73 H 0.905 1.187 -4.042  0.056
74 H -0.529 2.220 -3.766  0.065
75 H 1.672 -0.853 -3.788  0.109
76 H 0.755 -2.123 -4.632  0.109
77 H 2.333 -3.858 -4.219  0.124
78 H 3.125 -2.388 -4.854  0.138
79 H 3.909 -3.804 -2.884  0.118
80 H -1.327 -5.402 -2.011  0.105
81 H -3.102 -6.267 -0.481  0.111
82 H -3.387 -5.349 1.925  0.125
83 H 0.203 -2.697 1.233  0.112
84 C -4.071 -1.557 5.539  -0.068
85 C -4.184 -2.109 6.812  -0.045
86 C -3.616 -1.463 7.902  0.007
87 C -2.922 -0.270 7.721  -0.081
88 C -2.789 0.270 6.440  -0.082
89 C -3.375 -0.371 5.353  -0.005
90 C -2.011 1.515 6.222  -0.278
91 O -1.898 1.988 5.104  0.079
92 C -1.367 2.169 7.388  -0.086
93 C -0.586 3.305 7.194  -0.004
94 C 0.010 3.932 8.279  -0.055
95 C -0.179 3.431 9.564  -0.051
96 C -0.951 2.295 9.762  0.006
97 C -1.539 1.656 8.674  -0.082
98 C -2.334 0.422 8.894  -0.278
99 O -2.496 -0.019 10.015  0.112
100 H -4.522 -2.055 4.691  0.097
101 H -4.717 -3.042 6.954  0.111
102 H -3.710 -1.893 8.893  0.123
103 H -3.286 0.051 4.359  0.112
104 H -0.438 3.702 6.196  0.115
105 H 0.622 4.813 8.125  0.109
106 H 0.282 3.925 10.412  0.111
107 H -1.091 1.906 10.764  0.124
108 C 1.808 10.964 -1.620  -0.050
109 C 3.133 10.539 -1.559  -0.050
110 C 3.445 9.315 -0.986  0.003
111 C 2.435 8.515 -0.459  -0.086
112 C 1.109 8.952 -0.499  -0.085
113 C 0.798 10.173 -1.091  0.004
114 C 0.027 8.134 0.101  -0.278
115 O -1.128 8.510 0.064  0.112
116 C 0.381 6.848 0.756  -0.076
117 C -0.615 6.096 1.375  0.009
118 C -0.297 4.888 1.978  -0.064
119 C 1.016 4.421 1.958  -0.086
120 C 2.012 5.171 1.348  0.000
121 C 1.698 6.391 0.754  -0.080
122 C 2.778 7.201 0.135  -0.280
123 O 3.924 6.795 0.122  0.107
124 H 1.565 11.916 -2.077  0.111
125 H 3.922 11.164 -1.962  0.111
126 H 4.477 8.987 -0.945  0.123
127 H -0.231 10.511 -1.137  0.123
128 H -1.638 6.452 1.390  0.124
129 H -1.072 4.305 2.464  0.110
130 H 1.263 3.472 2.425  0.106
131 H 3.033 4.807 1.340  0.121

For the energy above the lowest of the compared OMol25 structures with the same formula, charge and spin, the calculation gives 0.0 kcal/mol. The orbital gap is 0.256 Ha. The strongest force on any atom is 4.85 eV Å⁻¹. The net charge is +1. Its multiplicity is 1. The calculation puts the highest occupied orbital energy at -11.149 eV.


Below is a structure of composition C3H9HgNO2 at a distorted geometry, with properties calculated with wB97M-V/def2-TZVPD.

Last column: Löwdin charge in e.
Geometry (Å):
1 C 2.220 -0.204 -0.192  0.016
2 O 1.361 0.699 -0.859  -0.015
3 C 0.287 1.088 -0.189  -0.119
4 C -0.851 -0.073 -0.106  -0.496
5 N -2.079 0.603 -0.002  0.183
6 O -0.820 -0.876 -1.211  0.070
7 H 2.652 -0.840 -0.947  0.124
8 H 3.037 0.311 0.310  0.136
9 H 1.704 -0.813 0.550  0.097
10 H -0.208 1.885 -0.741  0.184
11 H 0.482 1.439 0.823  0.158
12 H -0.550 -0.705 0.990  0.019
13 H -2.777 0.061 0.489  0.114
14 H -1.934 1.396 0.630  0.146
15 H -1.053 -1.790 -1.011  0.094
16 Hg -1.469 -2.182 1.464  1.287

The orbital gap is 0.185 Ha. The strongest force on any atom is 5.01 eV Å⁻¹. The net charge is +2. Its multiplicity is 1. The calculation puts the highest occupied orbital energy at -18.986 eV.


Below is a cluster of 2 separate species, C2H5NO2S in total at a distorted geometry, with properties calculated with wB97M-V/def2-TZVPD.

Last column: Löwdin charge in e.
Geometry (Å):
1 C 3.064 -0.025 -0.066  -0.459
2 C -0.456 -0.543 -0.831  -0.419
3 N -2.134 0.784 0.836  -0.348
4 O 3.235 -0.201 1.047  0.225
5 O 2.845 0.204 -1.160  0.215
6 S -1.081 -0.504 0.857  0.733
7 H 0.109 0.361 -0.934  0.008
8 H -1.205 -0.856 -1.541  0.028
9 H 0.228 -1.436 -0.802  0.044
10 H -2.922 0.654 1.289  -0.055
11 H -1.683 1.563 1.305  0.028

For the energy above the lowest of the compared OMol25 structures with the same formula, charge and spin, the calculation gives 7.1 kcal/mol. The orbital gap is 0.337 Ha. The strongest force on any atom is 5.64 eV Å⁻¹. The SMILES is O=C=O.CSN. Its multiplicity is 1. The calculation puts the highest occupied orbital energy at -8.582 eV.


Below is a cluster of 2 separate species, C5H16N2O in total at a distorted geometry, with properties calculated with wB97M-V/def2-TZVPD.

Last column: Löwdin charge in e.
Geometry (Å):
1 C -1.338 -1.244 0.064  -0.307
2 C -0.339 -0.997 1.196  -0.197
3 C 1.082 -0.676 0.698  -0.200
4 C 1.246 0.653 -0.016  -0.253
5 N 1.512 1.819 0.845  -0.114
6 C 0.339 2.643 1.162  -0.138
7 N -1.357 -2.557 -0.553  -0.005
8 H -2.333 -1.028 0.455  0.107
9 H -1.269 -0.509 -0.737  0.091
10 H -0.718 -0.191 1.823  0.098
11 H -0.284 -1.921 1.776  0.106
12 H 1.807 -0.829 1.494  0.106
13 H 1.299 -1.463 -0.044  0.103
14 H 2.072 0.566 -0.727  0.104
15 H 0.375 0.901 -0.619  0.086
16 H 1.905 1.488 1.715  0.089
17 H -0.131 2.377 2.113  0.067
18 H 0.611 3.707 1.206  0.069
19 H -0.402 2.601 0.358  0.074
20 H -0.437 -2.823 -0.878  0.057
21 H -1.717 -3.276 0.057  0.063
22 H -0.105 0.446 -3.242  0.013
23 H -1.236 -0.198 -4.072  0.037
24 O -0.582 0.511 -4.074  -0.057

For the energy above the lowest of the compared OMol25 structures with the same formula, charge and spin, the calculation gives 22.5 kcal/mol. The orbital gap is 0.354 Ha. The strongest force on any atom is 1.37 eV Å⁻¹. The SMILES is CNCCCCN.O. Its multiplicity is 1. The calculation puts the highest occupied orbital energy at -8.773 eV.


Below is a cluster of 2 separate species, C6H10O in total, with properties calculated with wB97M-V/def2-TZVPD.

Last column: Löwdin charge in e.
Geometry (Å):
1 C 2.367 0.204 -0.034  -0.027
2 C 0.904 -0.050 0.062  -0.214
3 C 0.270 -1.132 0.596  -0.091
4 C -0.977 -1.282 -0.070  -0.015
5 C -1.399 0.107 -0.494  -0.187
6 C -0.080 0.889 -0.599  -0.363
7 O -0.020 2.182 -0.028  -0.012
8 H 2.572 1.255 0.192  0.088
9 H 2.699 0.027 -1.065  0.097
10 H 2.947 -0.444 0.628  0.084
11 H 0.761 -1.915 1.171  0.104
12 H -3.291 -1.696 0.980  0.054
13 H -2.687 -1.898 0.567  -0.009
14 H -1.972 0.083 -1.427  0.108
15 H -2.061 0.555 0.261  0.120
16 H 0.165 1.031 -1.657  0.159
17 H -0.199 2.082 0.917  0.104

For the energy above the lowest of the compared OMol25 structures with the same formula, charge and spin, the calculation gives 98.7 kcal/mol. The orbital gap is 0.285 Ha. The strongest force on any atom is 0.35 eV Å⁻¹. Its multiplicity is 1. The calculation puts the highest occupied orbital energy at -7.978 eV.


Below is the ion CH3N2O with charge -1 at a distorted geometry, with properties calculated with wB97M-V/def2-TZVPD.

Last column: Löwdin charge in e.
Geometry (Å):
1 C -0.236 0.421 -0.011  -0.432
2 N -1.575 0.297 -0.074  -0.093
3 N 0.808 -0.360 0.051  -0.226
4 O 2.102 0.107 -0.107  -0.418
5 H 0.054 1.537 -0.045  0.113
6 H 0.831 -1.315 0.264  0.086
7 H -1.984 -0.686 -0.078  -0.028

For the energy above the lowest of the compared OMol25 structures with the same formula, charge and spin, the calculation gives 0.0 kcal/mol. The orbital gap is 0.255 Ha. The strongest force on any atom is 2.94 eV Å⁻¹. The SMILES is [H]/N=C\N[O-]. The net charge is -1. Its multiplicity is 1. The calculation puts the highest occupied orbital energy at -1.803 eV.